# 1
A molecular structure, C45H43N5O6PSe2W. Source: the OMol25 dataset; level of theory: the ωB97M-V functional and the def2-TZVPD basis.

Results
Energy relative to the best compared isomer or geometry (same formula, charge and spin): 0.0 kcal per mole
LUMO: -3.520 eV
Charge: +1
Total energy: -208899.61934 eV
Kohn-Sham gap: 6.29 eV

The geometry in XYZ format:
```
103
Properties=species:S:1:pos:R:3:forces:R:3
W -1.0734 0.7372 -0.8701 0.213 -0.420 -0.085
Se -2.4305 2.6851 -2.0592 -0.151 -0.105 0.071
Se -0.4112 2.8932 0.4963 -0.017 0.262 0.110
C 0.6233 3.8914 -0.7564 0.008 -0.020 0.006
C 1.2119 5.0815 -0.3196 -0.036 -0.031 0.025
C 1.9529 5.8180 -1.2196 0.008 0.013 -0.015
C 2.0887 5.3521 -2.5229 0.024 0.029 -0.023
C 1.4756 4.1614 -2.8549 -0.027 0.001 0.054
N 0.7572 3.4307 -1.9938 0.010 0.012 -0.056
C -3.5142 2.3755 -0.5753 0.051 -0.012 -0.100
C -4.7233 2.9591 -0.2129 -0.007 0.014 -0.002
C -5.3739 2.4736 0.9003 0.048 -0.029 0.010
C -4.8137 1.4179 1.6258 -0.042 0.040 -0.010
C -3.6075 0.9000 1.2244 0.058 -0.011 -0.030
N -2.9601 1.3968 0.1533 -0.120 -0.059 0.062
H 1.0729 5.4150 0.7004 0.000 -0.003 -0.006
H 2.4138 6.7489 -0.9157 0.000 -0.001 0.004
H 2.6527 5.9013 -3.2635 0.000 0.001 0.006
H 1.5548 3.7663 -3.8616 0.005 0.000 -0.005
H -5.1335 3.7591 -0.8121 0.003 0.002 0.000
H -6.3190 2.9017 1.2069 -0.006 -0.003 -0.002
H -5.3082 1.0079 2.4945 -0.004 -0.004 0.000
H -3.1178 0.0921 1.7507 -0.054 0.028 -0.088
O -3.6318 -0.2505 -2.1544 0.013 -0.141 0.028
C -2.8861 -0.6122 -1.2901 -0.100 0.280 -0.093
C -3.1320 -1.8834 -0.5485 0.050 0.011 0.020
C -4.4141 -2.3534 -0.2852 0.017 0.005 0.004
C -4.5546 -3.5979 0.3029 0.031 -0.036 0.016
C -3.4320 -4.3800 0.5785 -0.022 0.048 -0.022
C -2.1593 -3.9168 0.2854 -0.021 -0.015 0.020
C -2.0135 -2.6441 -0.2605 0.005 0.011 -0.043
P -0.4809 -1.8631 -0.8068 -0.121 0.093 0.036
C 0.7647 -2.5121 0.3395 -0.019 0.018 0.035
C 0.4031 -2.7631 1.6637 0.026 0.028 0.017
C 1.3089 -3.3304 2.5428 0.006 0.023 0.006
C 2.5909 -3.6453 2.1152 -0.016 -0.013 0.007
C 2.9570 -3.3968 0.8018 0.037 0.010 -0.014
C 2.0505 -2.8311 -0.0837 0.088 -0.026 -0.078
C -0.0867 -2.5913 -2.4148 -0.084 -0.084 -0.013
C -0.8797 -3.5963 -2.9673 0.009 0.072 -0.008
C -0.5475 -4.1499 -4.1950 0.009 0.000 -0.015
C 0.5815 -3.7157 -4.8728 -0.002 -0.008 0.011
C 1.3701 -2.7099 -4.3308 0.006 0.019 0.003
C 1.0302 -2.1389 -3.1152 0.020 0.101 -0.045
H -5.2716 -1.7456 -0.5432 -0.003 -0.004 -0.001
H -5.5402 -3.9770 0.5379 -0.003 0.005 -0.002
H -3.5572 -5.3609 1.0174 0.001 -0.001 0.003
H -1.2929 -4.5352 0.4815 -0.010 -0.003 -0.004
H -0.5944 -2.5262 2.0117 -0.001 0.008 -0.004
H 1.0076 -3.5390 3.5613 0.008 0.006 0.005
H 3.2961 -4.0990 2.7989 0.000 -0.003 0.002
H 3.9451 -3.6701 0.4553 0.018 0.029 -0.010
H 2.3451 -2.6804 -1.1160 -0.018 -0.032 0.111
H -1.7633 -3.9458 -2.4514 -0.012 -0.005 0.030
H -1.1736 -4.9231 -4.6194 0.005 -0.006 0.000
H 0.8447 -4.1555 -5.8254 -0.003 0.004 -0.005
H 2.2438 -2.3586 -4.8646 0.002 0.000 -0.006
H 1.6214 -1.3178 -2.7233 -0.032 -0.034 -0.011
O 1.1433 0.1679 2.0334 -0.004 -0.004 0.143
C -0.0610 0.2334 2.1129 0.211 -0.245 0.005
O -0.9012 0.0967 1.0976 -0.234 -0.003 -0.072
C -0.7238 0.3938 3.4470 -0.040 0.112 0.024
C -1.7037 1.3598 3.6480 0.005 0.025 0.003
C -2.2585 1.5332 4.9053 -0.016 -0.014 0.003
C -1.8296 0.7128 5.9320 -0.004 -0.028 -0.050
C -0.8506 -0.2493 5.7611 -0.024 0.008 0.018
C -0.2842 -0.3926 4.5067 0.012 0.027 -0.028
N -2.4357 0.8777 7.2701 0.064 0.081 0.063
O -2.0263 0.1624 8.1595 -0.034 -0.019 -0.020
O -3.2947 1.7253 7.3921 -0.021 -0.037 -0.011
H -2.0156 1.9982 2.8302 0.069 -0.018 0.097
H -3.0086 2.2857 5.0983 0.000 0.003 0.006
H -0.5439 -0.8544 6.6011 0.004 0.002 0.000
H 0.5111 -1.1065 4.3390 0.006 -0.009 0.006
N 1.0445 0.6094 -0.6812 0.210 0.059 -0.126
C 2.1474 0.7982 -0.3939 -0.122 -0.213 0.042
N 3.3396 1.0793 0.0052 0.066 0.073 0.003
C 3.5109 2.0376 1.1194 0.008 0.023 0.009
C 4.2292 1.3507 2.2689 0.009 0.026 -0.040
C 5.5353 0.7203 1.7903 0.016 -0.016 0.016
C 5.2797 -0.2688 0.6545 -0.028 0.017 0.025
C 4.5408 0.3978 -0.4953 0.007 0.037 -0.075
H 2.5218 2.3938 1.4058 0.012 -0.018 -0.004
H 4.0926 2.8798 0.7329 -0.006 0.012 0.010
H 3.5625 0.5905 2.6803 0.012 -0.020 0.021
H 4.4213 2.0847 3.0531 -0.009 0.009 -0.005
H 6.0309 0.2116 2.6177 0.004 0.001 -0.005
H 6.2204 1.5033 1.4475 -0.011 0.004 -0.004
H 4.6730 -1.0976 1.0245 -0.023 -0.061 0.023
H 6.2175 -0.6817 0.2792 -0.003 -0.005 -0.007
H 4.2373 -0.3175 -1.2600 -0.006 -0.004 0.025
H 5.1719 1.1535 -0.9721 0.008 -0.008 -0.006
C -1.5326 0.2239 -4.8025 -0.011 -0.015 -0.006
C -0.5769 1.0503 -3.9704 0.042 -0.099 0.010
C 0.8437 1.0520 -4.4977 0.021 -0.013 0.047
O -0.5719 0.5130 -2.6331 0.017 0.304 0.012
H -1.5425 0.5964 -5.8276 -0.002 0.006 -0.002
H -2.5419 0.2758 -4.3973 -0.002 0.003 0.000
H -1.2048 -0.8188 -4.8160 -0.011 0.014 -0.004
H -0.9117 2.0850 -3.8985 -0.036 0.010 -0.022
H 1.1792 0.0423 -4.7243 0.013 -0.038 -0.019
H 1.5153 1.5034 -3.7671 -0.014 -0.022 -0.002
H 0.8831 1.6381 -5.4173 -0.002 -0.007 -0.009
```
Forces are in eV/Å.


# 2
A molecular structure, C45H43N6O7RhS4. Source: the OMol25 dataset; level of theory: the ωB97M-V functional and the def2-TZVPD basis.

Results
Energy relative to the best compared isomer or geometry (same formula, charge and spin): 11.1 kcal per mole
LUMO (spin up / spin down): 0.313 / -1.905 eV
Charge: 0
Spin multiplicity: 5
Total energy: -116982.63519 eV
Kohn-Sham gap (spin up / spin down): 7.30 / 6.11 eV

The geometry in XYZ format:
```
106
Properties=species:S:1:pos:R:3:forces:R:3
Rh 0.0581 0.7969 0.8883 -0.203 0.597 0.275
S -1.3568 0.6087 2.9477 0.231 -0.133 -0.164
C -1.8204 -0.9588 2.4540 0.235 0.060 -0.036
N -2.4003 -1.6761 3.4610 0.008 0.022 0.053
N -2.8081 -2.9225 3.2902 -0.291 -0.035 -0.126
C -2.4075 -4.0265 2.5147 0.038 0.007 0.045
C -3.3368 -5.0647 2.4171 -0.009 0.039 -0.048
C -3.0232 -6.2277 1.7388 0.043 0.002 -0.004
C -1.7701 -6.3824 1.1606 0.001 0.018 0.007
C -0.8376 -5.3619 1.2826 -0.029 -0.022 -0.022
C -1.1422 -4.1897 1.9538 -0.102 0.151 0.021
N -1.7505 -1.4137 1.2083 -0.350 -0.163 -0.011
N -1.2123 -0.6142 0.2973 0.008 -0.203 0.055
C -1.7336 -0.7418 -0.9974 0.074 0.135 -0.007
C -1.0460 -0.1640 -2.0694 -0.135 0.267 -0.070
C -1.5785 -0.2205 -3.3447 0.029 -0.037 0.057
C -2.7915 -0.8583 -3.5734 -0.027 -0.055 0.011
C -3.4578 -1.4604 -2.5124 0.017 -0.005 -0.057
C -2.9380 -1.4114 -1.2307 0.000 0.003 0.069
H -3.5629 -3.1282 3.9287 0.133 -0.087 0.076
H -4.3159 -4.9454 2.8668 -0.006 0.004 -0.008
H -3.7605 -7.0156 1.6632 -0.009 -0.008 -0.004
H -1.5216 -7.2896 0.6270 0.010 -0.005 0.000
H 0.1479 -5.4780 0.8516 -0.025 -0.044 -0.037
H -0.4058 -3.4058 2.0350 -0.213 0.011 -0.150
H -0.0862 0.3054 -1.9019 -0.165 0.021 -0.071
H -1.0350 0.2331 -4.1636 -0.020 0.036 -0.006
H -3.2143 -0.8850 -4.5694 0.004 -0.026 -0.009
H -4.4023 -1.9622 -2.6806 -0.013 -0.005 -0.008
H -3.4565 -1.8667 -0.4000 -0.033 0.038 0.012
O 1.3929 -0.5177 1.8398 0.061 -0.103 -0.218
S 1.7180 -0.9223 3.2667 -0.100 0.417 0.196
C 1.9838 -2.7044 3.1612 -0.011 -0.055 0.124
C 2.8747 -3.1530 2.0172 0.019 -0.131 -0.090
C 2.1561 -3.1386 0.6634 -0.002 0.003 -0.057
C 3.1204 -2.9320 -0.4956 -0.089 0.011 -0.076
S 2.3485 -1.9771 -1.8459 0.083 -0.097 -0.054
O 1.4939 -0.9498 -1.1870 0.291 -0.085 0.120
C 1.2572 -3.2685 -2.4431 -0.032 0.004 0.032
C -0.0623 -3.2914 -2.0264 0.016 -0.066 0.079
C -0.9132 -4.2649 -2.5349 0.029 0.011 0.049
C -0.4374 -5.2005 -3.4421 -0.001 0.018 0.012
C 0.8908 -5.1689 -3.8498 -0.006 -0.006 -0.009
C 1.7433 -4.1940 -3.3564 0.024 -0.006 0.018
C 3.4226 -0.4270 3.4636 -0.046 -0.059 -0.044
C 4.0455 -0.6500 4.6802 0.004 -0.003 0.004
C 5.3805 -0.3032 4.8233 -0.016 0.004 0.020
C 6.0666 0.2669 3.7601 -0.007 0.007 -0.030
C 5.4169 0.5082 2.5566 0.043 0.021 0.014
C 4.0822 0.1649 2.4008 -0.041 0.014 0.037
H 0.9823 -3.1427 3.1106 0.262 0.080 0.129
H 2.4067 -2.9609 4.1352 -0.016 -0.002 0.030
H 3.2449 -4.1552 2.2492 0.012 0.004 -0.035
H 3.7553 -2.5072 1.9783 -0.016 -0.006 0.023
H 1.4494 -2.3060 0.6487 0.036 -0.114 -0.035
H 1.5848 -4.0588 0.5231 0.073 0.070 -0.025
H 3.4905 -3.8561 -0.9421 0.065 0.004 0.010
H 3.9750 -2.3212 -0.1975 0.008 0.009 0.020
H -0.4140 -2.5457 -1.3250 0.099 -0.205 -0.091
H -1.9489 -4.2821 -2.2219 -0.009 0.008 0.023
H -1.1042 -5.9529 -3.8419 -0.011 -0.010 -0.005
H 1.2553 -5.8932 -4.5657 0.018 -0.012 -0.004
H 2.7762 -4.1507 -3.6824 0.007 0.019 -0.034
H 3.4956 -1.0758 5.5112 0.004 0.001 0.014
H 5.8813 -0.4666 5.7681 -0.002 -0.013 0.004
H 7.1089 0.5337 3.8737 0.005 0.016 0.005
H 5.9495 0.9708 1.7359 -0.002 0.005 -0.002
H 3.5431 0.3670 1.4848 -0.004 0.000 -0.041
C 2.4790 4.1686 2.8318 -0.041 -0.016 -0.109
S 1.2174 2.9214 2.8022 0.042 -0.020 0.158
O 1.5814 1.9310 3.7982 0.050 -0.087 -0.071
O -0.0601 3.5652 2.9951 0.068 0.027 -0.035
O 1.3561 2.3623 1.4032 -0.133 -0.254 0.013
H 2.7806 4.2948 3.8676 -0.017 0.049 0.022
H 2.0672 5.0920 2.4331 0.009 0.000 -0.040
H 3.3140 3.8325 2.2230 0.043 -0.028 0.056
O -3.1618 1.5820 0.6578 -0.050 -0.048 -0.020
C -2.4111 2.2108 -0.0479 0.057 -0.028 0.030
N -2.7531 3.1990 -0.9290 -0.089 0.027 -0.025
C -1.6029 3.8865 -1.4917 -0.025 -0.018 0.002
C -0.4719 2.9489 -1.0110 -0.142 -0.115 -0.044
O 0.6693 2.9736 -1.3894 0.087 0.024 0.008
N -1.0162 2.0435 -0.1253 0.142 0.130 0.091
C -1.6106 3.9026 -3.0116 -0.020 -0.022 -0.005
C -0.6115 4.5962 -3.6902 -0.004 0.000 0.025
C -0.5755 4.5902 -5.0735 0.002 -0.005 -0.020
C -1.5392 3.8958 -5.7958 0.006 0.010 0.004
C -2.5311 3.2013 -5.1241 0.000 0.000 0.001
C -2.5638 3.1993 -3.7343 0.009 0.017 -0.008
C -1.4633 5.2770 -0.8821 0.034 0.021 -0.053
C -0.6680 5.4978 0.2352 -0.048 -0.010 0.014
C -0.6271 6.7542 0.8232 0.000 0.002 0.010
C -1.3753 7.7968 0.2999 -0.021 0.000 0.000
C -2.1731 7.5796 -0.8156 -0.003 0.007 0.011
C -2.2162 6.3256 -1.4032 0.012 -0.010 -0.010
H -3.6483 3.6487 -0.8280 0.025 0.019 0.059
H 0.1397 5.1334 -3.1261 0.005 0.002 -0.007
H 0.2076 5.1279 -5.5920 0.004 0.011 -0.004
H -1.5152 3.8996 -6.8778 0.010 -0.005 -0.012
H -3.2824 2.6543 -5.6795 -0.010 -0.005 0.006
H -3.3263 2.6405 -3.2092 -0.004 -0.022 -0.010
H -0.0992 4.6877 0.6723 0.033 -0.006 0.020
H -0.0153 6.9120 1.7019 -0.001 -0.008 0.014
H -1.3454 8.7739 0.7641 0.011 0.013 -0.007
H -2.7618 8.3880 -1.2295 -0.007 0.007 0.000
H -2.8330 6.1593 -2.2787 0.013 0.010 -0.020
```
Forces are in eV/Å.